Entry from the OMol25 dataset: a cluster of 2 separate species, C6H8N2O in total at a distorted geometry (ωB97M-V/def2-TZVPD).

Last columns: bonded neighbours and bond lengths (Å).
Atoms and positions in Å:
1 C 1.224 3.065 -0.631  C2 1.211, H9 1.076
2 C 1.259 1.901 -0.962  C1 1.211, C3 1.450
3 C 1.267 0.510 -1.372  C2 1.450, N4 1.466, C5 1.493, H10 1.093
4 N 1.723 -0.480 -0.392  C3 1.466, C5 1.452, H11 1.017
5 C 0.326 -0.490 -0.786  C3 1.493, N4 1.452, C6 1.509, H12 1.093
6 C -0.684 -0.108 0.268  C5 1.509, C7 1.510, H13 1.097, H14 1.101
7 C -1.082 -1.333 1.054  C6 1.510, N8 1.322, O15 1.299
8 N -1.551 -1.249 2.287  C7 1.322, H16 1.015
9 H 1.225 4.120 -0.421  C1 1.076
10 H 1.551 0.350 -2.415  C3 1.093
11 H 2.251 -1.219 -0.849  N4 1.017
12 H 0.007 -1.285 -1.465  C5 1.093
13 H -0.267 0.641 0.954  C6 1.097
14 H -1.573 0.316 -0.224  C6 1.101
15 O -1.896 -2.161 0.469  C7 1.299
16 H -1.316 -0.379 2.754  N8 1.015
17 H -2.465 -2.198 1.730  no bonds

For the relative energy (zero: lowest compared OMol25 entry of this formula, charge and spin), the calculation gives 123.1 kcal per mole. The HOMO-LUMO gap comes out at 10.064 eV. Its spin multiplicity is 1. The total charge is 0.



Entry from the OMol25 dataset: an isolated molecule of C6H8N2O at a distorted geometry (ωB97M-V/def2-TZVPD).

Last columns: bonded neighbours and bond lengths (Å).
Atoms and positions in Å:
1 H 3.656 -0.313 0.090  N2 1.006
2 N 3.064 -1.121 -0.007  H1 1.006, C3 1.284
3 C 1.837 -0.748 -0.062  N2 1.284, C4 1.414, C9 1.704
4 C 0.621 -1.469 -0.067  C3 1.414, C5 1.300, H11 1.014
5 C -0.394 -0.661 0.016  C4 1.300, C6 1.533, N7 1.374
6 C -1.838 -1.170 0.106  C5 1.533, H12 1.107, H13 1.037, H14 1.061
7 N -0.119 0.682 -0.073  C5 1.374, C8 1.411, C9 1.402
8 C -0.875 1.871 -0.016  N7 1.411, H15 1.187, H16 1.161, H17 1.092
9 C 1.269 0.856 -0.160  C3 1.704, N7 1.402, O10 1.215
10 O 1.965 1.851 -0.191  C9 1.215
11 H 0.608 -2.484 -0.080  C4 1.014
12 H -2.278 -0.869 1.076  C6 1.107
13 H -1.885 -2.206 0.112  C6 1.037
14 H -2.429 -0.823 -0.704  C6 1.061
15 H -0.124 2.784 -0.115  C8 1.187
16 H -1.677 1.770 -0.849  C8 1.161
17 H -1.400 2.051 0.924  C8 1.092

For the relative energy (zero: lowest compared OMol25 entry of this formula, charge and spin), the calculation gives 30.1 kcal per mole. The HOMO-LUMO gap comes out at 8.906 eV. Its spin multiplicity is 1. The total charge is 0. As for the SMILES: [H]/N=C1/C=C(C)N(C)C1=O.



Entry from the OMol25 dataset: an isolated molecule of C6H8N2O at a distorted geometry (ωB97M-V/def2-TZVPD).

Last columns: bonded neighbours and bond lengths (Å).
Atoms and positions in Å:
1 C -2.389 -0.958 0.543  C2 1.429, H10 1.192, H11 1.042, H12 0.921
2 C -1.540 0.004 -0.084  C1 1.429, O3 1.297, C4 1.593
3 O -1.935 1.109 -0.636  C2 1.297
4 C 0.018 -0.318 -0.177  C2 1.593, N5 1.283, N8 1.410
5 N 0.453 -1.519 -0.287  C4 1.283, C6 1.399
6 C 1.843 -1.420 -0.162  N5 1.399, C7 1.405, H13 0.974
7 C 2.147 -0.076 0.109  C6 1.405, N8 1.363, H14 1.154
8 N 0.998 0.657 0.102  C4 1.410, C7 1.363, C9 1.395
9 C 0.775 2.022 0.281  N8 1.395, H15 1.058, H16 1.055, H17 1.174
10 H -2.197 -2.026 0.049  C1 1.192
11 H -3.402 -0.712 0.574  C1 1.042
12 H -2.250 -1.042 1.449  C1 0.921
13 H 2.550 -2.066 0.021  C6 0.974
14 H 3.182 0.399 0.296  C7 1.154
15 H 0.236 2.314 -0.582  C9 1.058
16 H 0.264 2.192 1.188  C9 1.055
17 H 1.808 2.577 0.336  C9 1.174

For the relative energy (zero: lowest compared OMol25 entry of this formula, charge and spin), the calculation gives 55.6 kcal per mole. The HOMO-LUMO gap comes out at 9.353 eV. Its spin multiplicity is 1. The total charge is 0. As for the SMILES: CC(=O)c1nccn1C.



Entry from the OMol25 dataset: a cluster of 2 separate species, C6H8N2O2 in total at a distorted geometry (ωB97M-V/def2-TZVPD).

Last columns: bonded neighbours and bond lengths (Å).
Atoms and positions in Å:
1 N -0.097 -1.568 -1.100  C2 1.168
2 C -0.288 -0.435 -1.306  N1 1.168, C3 1.434
3 C -0.466 0.868 -1.879  C2 1.434, C4 1.519, C5 1.540, C7 1.535
4 C -1.321 1.133 -3.106  C3 1.519, C5 1.480, H10 1.090, H11 1.093
5 C -1.679 1.816 -1.843  C3 1.540, C4 1.480, N6 1.460, H12 1.089
6 N -0.833 2.990 -1.648  C5 1.460, C7 1.484, H13 1.021
7 C 0.363 2.116 -1.545  C3 1.535, N6 1.484, C8 1.511, H14 1.102
8 C 1.491 2.502 -2.473  C7 1.511, O9 1.206, H15 1.113
9 O 2.111 1.712 -3.142  C8 1.206
10 H -1.958 0.297 -3.394  C4 1.090
11 H -0.892 1.708 -3.931  C4 1.093
12 H -2.625 1.685 -1.319  C5 1.089
13 H -1.026 3.469 -0.767  N6 1.021
14 H 0.761 2.080 -0.518  C7 1.102
15 H 1.721 3.591 -2.496  C8 1.113
16 O -1.199 -1.714 1.621  H17 0.962, H18 1.003
17 H -1.909 -1.262 1.155  O16 0.962
18 H -0.755 -2.309 0.946  O16 1.003

For the relative energy (zero: lowest compared OMol25 entry of this formula, charge and spin), the calculation gives 78.5 kcal per mole. The HOMO-LUMO gap comes out at 10.161 eV. Its spin multiplicity is 1. The total charge is 0. As for the SMILES: N#C[C@@]12C[C@@H]1N[C@@H]2C=O.O.